Formula: C31H40F4N6OSSiTi
Source: the OMol25 dataset
Level of theory: the ωB97M-V functional and the def2-TZVPD basis

Cartesian coordinates (Å):
Ti: -0.3322 -0.3875 0.1724
C: -1.1544 -4.3933 2.3934
C: -0.7730 -3.3000 1.3998
N: -0.8115 -1.9127 1.9013
C: 0.0319 -1.7145 3.0971
C: 1.5052 -2.0149 2.8927
C: -2.1828 -1.4827 2.2338
C: -3.0941 -1.3573 1.0262
N: -2.4334 -0.5898 -0.0188
C: -3.2002 0.0353 -0.9587
C: -2.7335 0.1425 -2.2891
F: -1.5814 -0.4925 -2.6269
C: -3.4041 0.8071 -3.2893
F: -2.8659 0.8261 -4.5232
C: -4.6224 1.4162 -3.0645
C: -5.1237 1.3120 -1.7835
F: -6.3004 1.8912 -1.4922
C: -4.4539 0.6577 -0.7685
F: -5.0287 0.6829 0.4526
H: -1.1327 -5.3581 1.8847
H: -0.4577 -4.4470 3.2310
H: -2.1589 -4.2579 2.7941
H: 0.2356 -3.4898 1.0303
H: -1.4282 -3.3439 0.5292
H: -0.0652 -0.6642 3.3675
H: -0.3631 -2.3055 3.9347
H: 1.9239 -1.3618 2.1275
H: 2.0372 -1.8246 3.8259
H: 1.6931 -3.0535 2.6124
H: -2.6395 -2.1443 2.9820
H: -2.0848 -0.4994 2.6949
H: -3.3685 -2.3577 0.6563
H: -4.0217 -0.9105 1.3853
H: -5.1542 1.9402 -3.8436
C: -2.5224 2.3480 1.8933
Si: -0.7331 2.3003 2.4557
C: -0.1105 4.0721 2.3513
C: -0.7255 1.8136 4.2823
N: 0.1980 1.2696 1.4362
C: 1.4683 1.6563 1.0483
C: 2.5028 2.0388 1.9133
C: 3.7571 2.4108 1.4444
C: 4.0336 2.4090 0.0878
C: 3.0408 2.0199 -0.8108
C: 1.8071 1.6460 -0.3251
O: 0.7544 1.2194 -1.1432
C: 0.8612 1.3120 -2.5230
C: 0.1190 2.2864 -3.1635
C: 0.1282 2.3413 -4.5499
C: 0.8818 1.4348 -5.2808
C: 1.6310 0.4687 -4.6226
C: 1.6226 0.4012 -3.2375
H: -3.0520 3.1353 2.4384
H: -3.0718 1.4197 2.0461
H: -2.5757 2.5856 0.8272
H: -0.7293 4.7186 2.9792
H: -0.1835 4.4360 1.3228
H: 0.9266 4.1879 2.6686
H: -1.1957 2.5973 4.8830
H: 0.2928 1.6763 4.6561
H: -1.2755 0.8881 4.4726
H: 2.3015 2.0375 2.9784
H: 4.5224 2.7074 2.1512
H: 5.0053 2.7098 -0.2810
H: 3.2305 2.0268 -1.8762
H: -0.4726 2.9720 -2.5704
H: -0.4646 3.0897 -5.0589
H: 0.8841 1.4788 -6.3619
H: 2.2247 -0.2378 -5.1896
H: 2.2033 -0.3418 -2.7080
C: 4.8841 -1.2224 -1.3541
C: 3.9908 -1.9647 -0.3595
C: 2.6218 -2.2135 -0.9007
N: 1.5652 -1.6413 -0.4519
N: 0.4190 -1.9469 -1.1360
C: 0.6201 -2.7390 -2.1369
N: -0.3885 -3.2072 -2.9315
S: 2.2836 -3.2332 -2.2786
H: 5.8657 -1.0452 -0.9168
H: 4.4491 -0.2554 -1.6090
H: 5.0221 -1.7940 -2.2738
H: 3.8593 -1.3692 0.5450
H: 4.4465 -2.9141 -0.0695
H: -1.2328 -2.6557 -2.8323
H: -0.1473 -3.3814 -3.8950

Output
* spin multiplicity: 3
* gap between HOMO and LUMO (spin up / spin down): 5.5 / 7.2 eV
* maximum force: 0.010 Eh/bohr